(1)
The following is a quantum chemistry calculation of a molecular structure, C27H34BCl3IrN7SSi in a non-equilibrium geometry, from OMol25.

Properties
Lowest unoccupied orbital energy (alpha / beta) = 0.20 / -2.58 eV
E_HOMO (alpha / beta) = -7.56 / -8.18 eV
Frontier orbital gap (alpha / beta) = 7.757 / 5.598 eV
Spin multiplicity = 5
<S²> = 6.01

Each line ends with the Löwdin spin population.
Cartesian coordinates (Å):
Ir: 0.66145 0.02720 -1.20324  2.60
C: 4.01576 1.96075 -1.93585  0.00
C: 4.52702 0.53010 -1.77685  0.00
C: 4.34795 -0.34793 -3.00161  0.01
C: 4.06497 -0.20760 -0.58655  0.02
C: 4.89125 -0.93570 0.28672  0.01
C: 4.00566 -1.53781 1.14100  0.01
N: 2.76848 -1.31062 0.74578  0.01
N: 2.75150 -0.44155 -0.31432  0.13
B: 1.51328 -1.72859 1.63778  0.00
N: 0.93934 -0.49918 2.21214  0.01
C: 1.56374 0.33661 3.12268  0.00
C: 0.60993 1.11555 3.74296  0.00
C: -0.56690 0.64020 3.19623  0.00
N: -0.37643 -0.27660 2.30309  0.00
C: -1.93368 0.81543 3.78900  0.00
C: -2.03496 2.13128 4.45825  0.00
C: -3.07919 0.63884 2.75004  0.00
N: 0.52646 -2.43704 0.71193  0.01
C: -0.12946 -3.58177 1.03320  0.01
C: -1.18911 -3.80605 0.18883  0.01
C: -1.11433 -2.76660 -0.76102  0.02
N: -0.12741 -1.93869 -0.34371  0.13
C: -1.87039 -2.58012 -1.98684  0.01
C: -1.07955 -3.24149 -3.13238  0.00
C: -3.28714 -3.19416 -1.88080  0.00
H: 4.42464 2.33000 -2.91972  0.00
H: 4.34985 2.63611 -1.20164  0.00
H: 2.93475 2.06335 -1.96373  0.00
H: 5.61078 0.62043 -1.58886  0.00
H: 3.25870 -0.43900 -3.13860  0.01
H: 4.71524 -1.35622 -2.91325  0.00
H: 4.66251 0.24683 -3.86568  0.00
H: 5.92971 -0.77867 0.44152  0.00
H: 4.25576 -2.14253 2.02568  0.00
H: 1.74457 -2.40344 2.56894  0.00
H: 2.60995 0.35144 3.30818  0.00
H: 0.63716 1.73230 4.61659  0.00
H: -1.83996 -0.05866 4.55234  0.00
H: -1.88863 2.97166 3.74321  0.00
H: -1.29912 2.15652 5.29589  0.00
H: -2.99628 2.20188 4.97146  0.00
H: -3.37270 1.65437 2.27773  0.00
H: -3.78995 0.53293 3.48403  0.00
H: -3.04669 -0.13610 2.02147  0.00
H: 0.15920 -4.01670 1.99818  0.00
H: -1.87812 -4.61090 0.31127  0.00
H: -1.89975 -1.50007 -2.29143  0.01
H: -1.12922 -4.33656 -2.99313  0.00
H: 0.00635 -3.04206 -3.09385  0.00
H: -1.51882 -3.02784 -4.09475  0.00
H: -3.13370 -4.28650 -1.74895  0.00
H: -3.95740 -2.93736 -2.71027  0.00
H: -3.73703 -2.82282 -0.90902  0.00
S: -0.47867 3.95954 0.90682  0.06
C: 1.15109 3.61376 1.02826  -0.01
C: 1.46738 2.43223 0.45020  0.05
C: 0.34348 1.74850 -0.10300  0.24
C: -0.82242 2.41179 0.07407  0.11
C: -2.12756 2.08564 -0.36636  0.01
C: -3.18681 2.96457 -0.53789  0.01
C: -4.41420 2.41101 -0.87815  0.00
C: -4.54104 1.02136 -1.14829  0.02
C: -3.36699 0.25058 -1.02161  0.00
N: -2.18139 0.79492 -0.71337  0.10
H: 1.89662 4.32683 1.44752  0.00
H: 2.40695 1.99887 0.64267  0.00
H: -3.02705 4.04594 -0.33358  0.00
H: -5.29719 2.97834 -1.00237  0.00
H: -5.42510 0.55757 -1.46802  0.00
H: -3.27191 -0.85497 -1.11348  0.00
Cl: -1.71905 0.74960 -4.05324  0.06
Si: 0.28825 0.79708 -3.43952  0.22
Cl: 0.97061 2.72272 -3.70336  0.05
Cl: 1.12499 0.01728 -5.24743  0.05

***

(2)
The following is a quantum chemistry calculation of 12 unconnected molecules or ions with the total composition C36H65N6O6S5 in a non-equilibrium geometry, from OMol25.

Properties
Lowest unoccupied orbital energy = 2.01 eV
E_HOMO = -6.01 eV
Net charge = -1
Frontier orbital gap = 8.021 eV

Each line ends with the Löwdin charge.
Cartesian coordinates (Å):
C: 0.61834 -0.86982 -1.19070  -0.08
C: -0.07339 -0.41516 0.08660  -0.44
O: -0.59297 0.87008 0.05404  -0.38
H: 0.61505 -1.94832 -1.38128  0.06
H: 1.58805 -0.42964 -1.42941  0.07
H: -0.03171 -0.57284 -2.02852  0.02
H: 0.60430 -0.52335 0.95194  0.09
H: -0.83249 -1.19997 0.26944  0.08
C: 0.41752 -5.29852 -1.85367  -0.28
S: -0.01263 -5.74486 -0.14818  0.82
O: 1.30076 -5.73049 0.56878  -0.57
C: -0.95041 -4.25135 0.30554  -0.26
H: -0.56656 -5.25759 -2.32549  0.02
H: 1.05918 -6.09487 -2.21885  0.05
H: 0.93416 -4.34735 -1.89219  0.01
H: -1.85926 -4.19271 -0.28957  0.04
H: -0.26061 -3.41001 0.21104  0.02
H: -1.20152 -4.34283 1.36253  0.04
C: 3.35835 -1.89950 2.63004  -0.25
S: 2.14266 -3.19933 2.22911  0.81
O: 2.82701 -4.50249 2.54967  -0.56
C: 1.05843 -2.93270 3.66905  -0.25
H: 4.14689 -2.00182 1.88330  0.02
H: 3.79213 -1.98542 3.62578  0.06
H: 2.85516 -0.93107 2.57552  0.02
H: 1.48483 -3.20942 4.62843  0.06
H: 0.14351 -3.49547 3.47492  0.03
H: 0.74460 -1.88319 3.66116  0.03
C: 6.93677 0.74839 0.86582  -0.27
S: 6.51065 -0.60758 -0.27018  0.83
O: 6.18920 -1.78935 0.59022  -0.57
C: 4.91474 0.05519 -0.88689  -0.25
H: 6.86475 1.71220 0.35197  0.04
H: 7.93986 0.54691 1.22638  0.04
H: 6.19736 0.89681 1.65548  0.05
H: 4.59275 -0.45303 -1.79412  0.05
H: 5.07162 1.08204 -1.22973  0.04
H: 4.15449 0.08373 -0.11040  0.04
C: -0.25418 -4.13443 -5.61106  -0.25
S: 1.03246 -3.47784 -4.51071  0.82
O: 2.34589 -3.67846 -5.21537  -0.56
C: 0.66777 -1.68672 -4.63485  -0.25
H: 0.28126 -4.82640 -6.26347  0.05
H: -0.69345 -3.38861 -6.27600  0.05
H: -1.04370 -4.66622 -5.08717  0.03
H: 1.53017 -1.25553 -4.13263  0.04
H: -0.33800 -1.42579 -4.32082  0.03
H: 0.74601 -1.42917 -5.69459  0.06
C: -4.62710 -2.81633 -2.35782  -0.25
S: -3.15506 -2.37940 -3.34826  0.86
O: -2.25688 -3.56768 -3.12892  -0.59
C: -2.55761 -1.03035 -2.28615  -0.27
H: -5.30326 -1.95976 -2.40615  0.04
H: -4.39710 -2.97445 -1.30262  0.05
H: -5.06279 -3.74130 -2.72458  0.05
H: -2.11646 -1.44741 -1.38121  0.05
H: -3.35168 -0.29517 -2.15187  0.01
H: -1.76488 -0.47206 -2.79041  0.01
N: -1.46826 1.52990 -2.92742  -0.01
C: -0.69126 1.53283 -4.05801  -0.15
C: -1.49697 1.88250 -5.10232  -0.12
C: -2.81154 1.99792 -4.62475  -0.10
C: -2.77216 1.82490 -3.24875  -0.13
H: -1.13464 1.35584 -1.98007  0.10
H: 0.36812 1.33709 -4.06781  0.11
H: -1.19565 1.91883 -6.13834  0.09
H: -3.70790 2.10817 -5.21446  0.09
H: -3.54446 1.69817 -2.50775  0.08
N: -3.36435 1.59718 0.09804  0.04
C: -4.12212 2.73504 0.12881  -0.14
C: -5.37686 2.44817 -0.37245  -0.10
C: -5.40462 1.04518 -0.59641  -0.11
C: -4.14777 0.55893 -0.32136  -0.19
H: -2.35923 1.52671 0.25137  0.07
H: -3.65733 3.68250 0.34553  0.09
H: -6.15235 3.17336 -0.54917  0.09
H: -6.29498 0.47974 -0.82233  0.09
H: -3.70524 -0.42318 -0.28149  0.10
N: -2.06177 0.63887 2.76601  0.05
C: -2.14659 -0.53634 3.44217  -0.15
C: -2.80501 -0.35923 4.64671  -0.11
C: -3.12060 1.01139 4.70411  -0.14
C: -2.65778 1.60429 3.55075  -0.14
H: -1.62015 0.79182 1.86412  0.09
H: -1.70106 -1.44016 3.05505  0.10
H: -2.97312 -1.17440 5.32916  0.09
H: -3.76290 1.53243 5.39697  0.09
H: -2.73244 2.61426 3.18183  0.11
N: 0.14065 1.25121 4.97852  0.03
C: 0.73862 1.38950 6.21041  -0.13
C: 2.08946 1.45398 6.03372  -0.11
C: 2.30934 1.45470 4.62248  -0.12
C: 1.08205 1.31097 4.00738  -0.16
H: -0.86534 1.21456 4.84951  0.08
H: 0.08120 1.36683 7.06452  0.11
H: 2.81700 1.56240 6.81999  0.08
H: 3.23964 1.64055 4.10755  0.08
H: 0.86598 1.35472 2.95198  0.09
N: 2.09822 2.09306 0.02217  0.04
C: 2.51574 2.85296 -1.05498  -0.12
C: 3.68758 3.47825 -0.71665  -0.12
C: 4.02041 3.03453 0.58074  -0.13
C: 2.97353 2.27368 1.04924  -0.15
H: 1.18744 1.64070 0.08112  0.08
H: 1.86425 2.83749 -1.91443  0.10
H: 4.23963 4.06428 -1.43381  0.09
H: 4.91999 3.27046 1.12889  0.09
H: 2.77306 1.85474 2.02238  0.07
N: -0.63663 3.68958 0.60115  0.02
C: -1.27168 4.59743 -0.20485  -0.15
C: -1.05975 5.84596 0.36102  -0.12
C: -0.22116 5.69346 1.49423  -0.10
C: 0.00261 4.32343 1.60728  -0.14
H: -0.64977 2.67779 0.46379  0.07
H: -1.87573 4.26756 -1.03217  0.10
H: -1.51266 6.78504 0.08333  0.08
H: 0.06708 6.42668 2.22653  0.08
H: 0.63722 3.77857 2.28828  0.09

***

(3)
The following is a quantum chemistry calculation of 2 unconnected molecules or ions with the total composition CH4O4 in a non-equilibrium geometry, from OMol25.

Properties
Lowest unoccupied orbital energy (alpha / beta) = 0.35 / 0.35 eV
E_HOMO (alpha / beta) = -8.47 / -8.47 eV
ΔE to the lowest compared entry with this formula, charge and spin = 880.7 kJ/mol
Frontier orbital gap (alpha / beta) = 8.818 / 8.824 eV

Each line ends with the Löwdin charge.
Cartesian coordinates (Å):
C: 0.84052 -0.16444 0.39446  0.06
O: -1.48042 0.31487 -1.16258  -0.16
O: -0.41648 1.25315 1.88567  -0.01
O: -0.53027 -0.74084 -1.14440  -0.25
O: 0.19971 0.03962 1.57035  -0.14
H: 1.24257 0.76664 -0.18098  0.15
H: 1.44327 -1.02832 0.42702  0.09
H: -2.29804 -0.13730 -0.89343  0.07
H: -1.06274 0.88520 2.63398  0.19

***

(4)
The following is a quantum chemistry calculation of 2 unconnected molecules or ions with the total composition C5H13NO in a non-equilibrium geometry, from OMol25.

Properties
Lowest unoccupied orbital energy (alpha / beta) = -3.29 / -7.89 eV
E_HOMO (alpha / beta) = -13.96 / -13.77 eV
Net charge = +1
ΔE to the lowest compared entry with this formula, charge and spin = 348.8 kJ/mol
Frontier orbital gap (alpha / beta) = 10.666 / 5.883 eV
Spin multiplicity = 2
<S²> = 0.76

Each line ends with the Löwdin spin population.
Cartesian coordinates (Å):
C: -0.30535 -2.50272 -0.99518  0.05
N: -0.64455 -2.02826 0.45663  0.66
C: -1.00930 -0.57374 0.68226  0.05
C: 0.75372 2.07200 -1.94925  0.02
C: -0.17704 1.02456 -1.29224  0.07
C: 0.04202 0.33411 -0.09441  0.06
H: 0.40946 -1.69222 -1.46775  0.03
H: -1.18296 -2.39218 -1.76364  0.01
H: 0.20236 -3.48997 -1.08790  0.00
H: 0.10732 -2.43583 1.02050  0.02
H: -2.09978 -0.31619 0.41921  0.01
H: -1.03670 -0.44419 1.82543  0.00
H: 0.51237 2.31472 -3.02001  0.00
H: 1.77747 1.79463 -1.53000  0.00
H: 0.71190 3.08775 -1.61185  0.00
H: -1.20090 0.84276 -1.62158  0.00
H: 1.07368 0.06244 0.28831  0.00
H: 0.63047 1.81607 3.16402  0.00
H: 1.10851 1.27213 4.57220  0.00
O: 0.32731 1.25411 4.00522  0.00

***

(5)
The following is a quantum chemistry calculation of a single C2H3NP2 molecule in a non-equilibrium geometry, from OMol25.

Properties
Lowest unoccupied orbital energy (alpha / beta) = -1.31 / -1.32 eV
E_HOMO (alpha / beta) = -8.21 / -8.21 eV
ΔE to the lowest compared entry with this formula, charge and spin = 260.8 kJ/mol
Frontier orbital gap (alpha / beta) = 6.895 / 6.895 eV

Each line ends with the Löwdin charge.
Cartesian coordinates (Å):
C: -0.35733 -1.76814 -0.20665  -0.45
C: -0.93797 1.62125 -0.11789  -0.30
N: -0.39812 -2.90993 -0.24299  0.08
P: 1.97344 0.16257 0.20199  0.43
P: -0.07426 0.08178 0.04429  0.52
H: -0.30524 2.38257 0.30446  -0.02
H: -2.00005 1.64232 0.02641  -0.03
H: 2.09952 -1.21241 -0.00961  -0.23

***

(6)
The following is a quantum chemistry calculation of a molecular structure, C19H18N4O9SSc, from OMol25.

Properties
Lowest unoccupied orbital energy = 2.34 eV
E_HOMO = -5.46 eV
Net charge = -1
ΔE to the lowest compared entry with this formula, charge and spin = 0.0 kJ/mol
Frontier orbital gap = 7.802 eV

Each line ends with the Löwdin charge.
Cartesian coordinates (Å):
Sc: -0.77542 -0.29371 -1.33958  1.02
O: 4.16130 -2.14036 -4.88483  0.07
C: 3.08319 -1.77269 -4.14578  -0.28
C: 2.01238 -2.63318 -3.92492  0.07
C: 0.96290 -2.17182 -3.15663  -0.14
N: 0.95746 -0.94666 -2.65562  0.09
C: 1.98179 -0.12449 -2.85309  -0.14
C: 3.08241 -0.49248 -3.59493  0.08
C: 1.79719 1.20414 -2.13677  -0.56
O: 2.70245 2.02245 -2.10662  0.06
O: 0.64032 1.30109 -1.58344  -0.14
C: -0.27194 -2.98106 -2.76557  -0.57
O: -0.40517 -4.10815 -3.21482  0.05
O: -1.02883 -2.33883 -1.96013  -0.07
H: 4.03177 -3.04055 -5.20173  0.11
H: 1.97563 -3.64024 -4.32198  0.13
H: 3.90993 0.18761 -3.73380  0.13
O: -4.58588 -0.11799 -2.90091  0.07
C: -3.58541 -0.22700 -2.22056  -0.56
O: -2.39019 0.19574 -2.48776  -0.11
C: -3.65854 -0.93974 -0.86931  -0.16
C: -4.74854 -1.60257 -0.33195  0.02
C: -4.57873 -2.23776 0.89299  -0.04
C: -3.35174 -2.20040 1.55048  0.02
C: -2.31947 -1.51082 0.94264  -0.17
N: -2.51051 -0.91544 -0.21992  0.02
C: -0.88894 -1.34491 1.44767  -0.57
O: -0.62469 -1.61827 2.60896  0.04
O: -0.09125 -0.88184 0.54729  -0.10
H: -5.68258 -1.62231 -0.87490  0.12
H: -5.40674 -2.77807 1.33543  0.10
H: -3.18571 -2.69303 2.49790  0.12
C: 0.48778 2.24601 4.98235  -0.09
C: 0.22141 1.40514 3.74392  -0.24
N: -0.68545 2.07588 2.81021  0.01
C: -0.51308 2.17194 1.46529  -0.81
S: -1.86543 2.02671 0.44138  0.68
N: 0.69124 2.39751 0.94910  0.02
C: 1.89109 2.91379 1.58337  -0.22
C: 3.05429 1.93317 1.50049  -0.07
H: 1.16069 1.71969 5.66130  0.07
H: -0.44078 2.44895 5.51885  0.07
H: 0.93674 3.20596 4.72127  0.06
H: -0.22036 0.44420 4.01154  0.11
H: 1.14507 1.16343 3.22852  0.09
H: -1.66255 1.93888 3.01982  0.10
H: 0.72619 2.27811 -0.06248  0.08
H: 1.66440 3.19270 2.60997  0.09
H: 2.16267 3.83496 1.05998  0.12
H: 2.79337 0.97316 1.94771  0.07
H: 3.92997 2.33644 2.01307  0.07
H: 3.31431 1.75672 0.45654  0.06